(1)
DFT (ωB97M-V/def2-TZVPD) results for 2 unconnected molecules or ions with the total composition CFNO3.

CARTESIAN COORDINATES (ANGSTROEM)
C: -1.72 0.10 -0.05
N: 2.17 -0.34 0.10
O: -1.51 1.17 0.29
O: -1.93 -0.97 -0.41
O: 2.24 0.63 -0.48
F: 0.75 -0.59 0.56

- total charge = 0
- highest occupied orbital energy (eV) = -12.5
- 2S+1 = 1
- gap between HOMO and LUMO (eV) = 11.42

Charges per atom according to Mulliken partitioning, unit e: atom 1 (C): 0.729, atom 2 (N): 0.437, atom 3 (O): -0.368, atom 4 (O): -0.360, atom 5 (O): -0.159, atom 6 (F): -0.279

=====

(2)
DFT (ωB97M-V/def2-TZVPD) results for a molecular structure, CFOPS.

CARTESIAN COORDINATES (ANGSTROEM)
C: -0.96 0.27 0.18
O: 2.26 0.03 -0.71
F: -2.07 0.98 0.18
P: 1.50 0.01 0.51
S: -0.73 -1.29 -0.15

- total charge = 0
- highest occupied orbital energy (eV) = -8.8
- 2S+1 = 1
- gap between HOMO and LUMO (eV) = 8.01

Charges per atom according to Mulliken partitioning, unit e: atom 1 (C): 0.053, atom 2 (O): -0.322, atom 3 (F): -0.101, atom 4 (P): 0.576, atom 5 (S): -0.206

=====

(3)
DFT (ωB97M-V/def2-TZVPD) results for 2 unconnected molecules or ions with the total composition CH10ClNSi3.

CARTESIAN COORDINATES (ANGSTROEM)
C: -1.20 0.83 0.45
N: -1.82 -0.12 -0.11
Si: 3.46 -1.01 -0.18
Si: -2.05 2.21 1.51
Si: -1.55 -1.34 -1.35
Cl: 0.55 0.80 0.54
H: 2.94 -1.42 -1.53
H: 2.70 -1.54 0.97
H: 3.54 0.50 -0.16
H: 4.85 -1.75 -0.11
H: -1.10 2.78 2.58
H: -3.22 1.52 2.08
H: -2.42 3.35 0.59
H: -2.06 -0.95 -2.69
H: -2.49 -2.44 -0.92
H: -0.13 -1.42 -1.67

- total charge = 0
- highest occupied orbital energy (eV) = -9.5
- 2S+1 = 1
- gap between HOMO and LUMO (eV) = 9.64

Here are the Mulliken charges for atoms 1 to 6, given in e: atom 1 (C): 0.247, atom 2 (N): -0.207, atom 3 (Si): 0.390, atom 4 (Si): 0.349, atom 5 (Si): 0.294, atom 6 (Cl): -0.207

=====

(4)
DFT (ωB97M-V/def2-TZVPD) results for a molecular structure, CH10MnO8.

CARTESIAN COORDINATES (ANGSTROEM)
Mn: 0.75 -16.69 -29.66
C: 2.86 -16.71 -31.71
O: 1.81 -17.24 -31.38
O: 3.72 -17.55 -32.03
O: 3.06 -15.49 -31.69
O: 1.12 -14.65 -29.79
H: 1.01 -13.76 -29.46
H: 1.77 -14.57 -30.49
O: -1.20 -16.40 -30.63
H: -1.62 -15.54 -30.67
H: -1.80 -16.98 -31.10
O: -0.28 -16.41 -27.80
H: -0.02 -15.67 -27.25
H: -1.00 -16.82 -27.32
O: 2.49 -16.87 -28.48
H: 2.45 -17.47 -27.74
H: 3.31 -16.39 -28.35
O: 0.11 -18.71 -29.40
H: 0.22 -19.19 -30.22
H: -0.64 -19.14 -28.97

- total charge = +1
- highest occupied orbital energy (spin up / spin down) (eV) = -12.9 / -13.0
- 2S+1 = 7
- gap between HOMO and LUMO (spin up / spin down) (eV) = 9.11 / 8.40

Here are the Mulliken charges for atoms 1 to 6, given in e: atom 1 (Mn): 0.967, atom 2 (C): 0.940, atom 3 (O): -0.672, atom 4 (O): -0.310, atom 5 (O): -0.703, atom 6 (O): -0.460

=====

(5)
DFT (ωB97M-V/def2-TZVPD) results for 3 unconnected molecules or ions with the total composition CH10N2O2.

CARTESIAN COORDINATES (ANGSTROEM)
N: -0.67 -0.96 -0.51
C: -1.03 -1.14 -1.90
N: -1.78 -0.04 -2.46
H: -1.45 -1.28 -0.04
H: 0.08 -1.47 -0.25
H: -0.11 -1.21 -2.57
H: -1.49 -2.08 -2.00
H: -1.33 0.84 -2.04
H: -1.92 -0.03 -3.42
H: 1.17 2.49 1.96
H: 1.65 3.45 0.94
O: 1.96 2.61 1.44
H: 1.87 -0.47 2.38
H: 0.88 -1.57 2.50
O: 1.04 -0.72 2.90

- total charge = -1
- highest occupied orbital energy (spin up / spin down) (eV) = 1.1 / -5.6
- 2S+1 = 2
- gap between HOMO and LUMO (spin up / spin down) (eV) = 2.79 / 9.38

Here are the Mulliken charges for atoms 1 to 6, given in e: atom 1 (N): -0.770, atom 2 (C): -1.191, atom 3 (N): -0.443, atom 4 (H): 0.388, atom 5 (H): 0.506, atom 6 (H): 0.273

=====

(6)
DFT (ωB97M-V/def2-TZVPD) results for 3 unconnected molecules or ions with the total composition CH10N2O2.

CARTESIAN COORDINATES (ANGSTROEM)
N: 0.52 -0.42 -0.41
C: 0.79 0.81 0.25
N: -0.38 1.34 0.95
H: 0.49 -1.23 0.19
H: -0.10 -0.41 -1.20
H: 1.11 1.57 -0.48
H: 1.63 0.63 0.92
H: -0.49 2.31 1.19
H: -1.22 0.81 0.86
H: 1.36 -2.11 -3.90
H: 2.01 -0.71 -3.98
O: 1.56 -1.32 -3.39
H: -2.62 -0.06 3.66
H: -1.42 0.11 2.71
O: -2.33 -0.24 2.76

- total charge = 0
- highest occupied orbital energy (eV) = -8.6
- 2S+1 = 1
- gap between HOMO and LUMO (eV) = 9.50

Here are the Mulliken charges for atoms 1 to 6, given in e: atom 1 (N): -0.421, atom 2 (C): -0.366, atom 3 (N): -0.478, atom 4 (H): 0.177, atom 5 (H): 0.185, atom 6 (H): 0.301

=====

(7)
DFT (ωB97M-V/def2-TZVPD) results for 3 unconnected molecules or ions with the total composition CH10N2O2.

CARTESIAN COORDINATES (ANGSTROEM)
N: 0.74 -1.21 0.55
C: 1.32 -0.22 -0.33
N: 0.39 0.84 -0.70
H: 0.43 -0.84 1.45
H: -0.06 -1.68 0.13
H: 2.19 0.20 0.17
H: 1.65 -0.76 -1.22
H: 0.53 1.18 -1.65
H: -0.55 0.46 -0.72
H: 1.10 2.37 1.86
H: -0.12 2.39 0.93
O: 0.16 2.57 1.83
H: -2.93 -1.05 -0.58
H: -2.40 -2.38 -1.26
O: -2.45 -1.87 -0.45

- total charge = 0
- highest occupied orbital energy (eV) = -9.3
- 2S+1 = 1
- gap between HOMO and LUMO (eV) = 9.85

Here are the Mulliken charges for atoms 1 to 6, given in e: atom 1 (N): -0.573, atom 2 (C): -0.405, atom 3 (N): -0.537, atom 4 (H): 0.262, atom 5 (H): 0.229, atom 6 (H): 0.270

=====

(8)
DFT (ωB97M-V/def2-TZVPD) results for a molecular structure, CH10N2O3.

CARTESIAN COORDINATES (ANGSTROEM)
N: -0.70 -0.01 -1.15
C: -0.21 -0.71 -0.06
N: -1.25 -1.47 0.50
H: -0.02 0.56 -1.56
H: -1.60 0.62 -0.90
H: 0.72 -1.24 -0.29
H: -1.34 -2.44 0.25
H: 2.33 0.52 -0.03
H: -2.08 -0.87 0.63
O: 1.87 1.46 -0.47
H: 0.05 0.08 0.72
H: -3.03 1.75 0.85
O: -2.38 1.10 0.55
H: 3.11 -1.03 0.95
H: 2.19 2.32 -0.52
O: 2.34 -0.64 0.55

- total charge = +1
- highest occupied orbital energy (spin up / spin down) (eV) = -14.4 / -13.9
- 2S+1 = 2
- gap between HOMO and LUMO (spin up / spin down) (eV) = 6.60 / 6.29

Here are the Mulliken charges for atoms 1 to 6, given in e: atom 1 (N): -0.254, atom 2 (C): -0.113, atom 3 (N): -0.417, atom 4 (H): 0.317, atom 5 (H): 0.350, atom 6 (H): 0.372

=====

(9)
DFT (ωB97M-V/def2-TZVPD) results for 4 unconnected molecules or ions with the total composition CH10N2O4.

CARTESIAN COORDINATES (ANGSTROEM)
N: -1.65 0.27 0.34
C: -0.83 1.05 1.12
N: 0.42 0.52 1.39
O: -1.16 2.16 1.49
H: -1.40 -0.71 0.29
H: -2.62 0.53 0.40
H: 0.89 1.04 2.12
H: 0.46 -0.48 1.48
H: 2.56 -4.57 -1.50
H: 3.03 -4.17 -0.11
O: 3.12 -3.93 -1.04
H: 0.81 -2.61 -0.50
H: 0.50 -1.84 -1.77
O: 0.15 -2.00 -0.88
H: -2.20 4.84 -0.93
H: -0.73 4.62 -0.81
O: -1.36 5.29 -1.09

- total charge = 0
- highest occupied orbital energy (eV) = -9.9
- 2S+1 = 1
- gap between HOMO and LUMO (eV) = 10.05

Here are the Mulliken charges for atoms 1 to 6, given in e: atom 1 (N): -0.367, atom 2 (C): 0.534, atom 3 (N): -0.415, atom 4 (O): -0.626, atom 5 (H): 0.180, atom 6 (H): 0.236

=====

(10)
DFT (ωB97M-V/def2-TZVPD) results for 2 unconnected molecules or ions with the total composition CH10N5.

CARTESIAN COORDINATES (ANGSTROEM)
C: 0.39 -0.49 -0.08
N: -0.69 0.49 0.31
N: -3.30 -0.42 0.18
N: 1.90 1.26 0.34
N: 1.61 -0.02 -0.06
N: 2.59 -0.96 -0.41
H: 0.09 -1.45 -0.34
H: -1.70 0.26 0.31
H: -0.47 1.48 0.38
H: -3.49 -1.31 0.60
H: -3.20 -0.65 -0.82
H: 1.46 1.93 -0.28
H: 2.72 1.52 0.70
H: 2.64 -1.16 -1.43
H: -3.98 0.37 0.47
H: 3.42 -0.84 0.13

- total charge = +1
- highest occupied orbital energy (eV) = -13.8
- 2S+1 = 1
- gap between HOMO and LUMO (eV) = 10.22

Here are the Mulliken charges for atoms 1 to 6, given in e: atom 1 (C): 0.231, atom 2 (N): -0.265, atom 3 (N): -0.912, atom 4 (N): -0.760, atom 5 (N): 0.695, atom 6 (N): -0.734

=====

(11)
DFT (ωB97M-V/def2-TZVPD) results for 4 unconnected molecules or ions with the total composition CH10NO2.

CARTESIAN COORDINATES (ANGSTROEM)
C: 2.06 -0.97 -0.11
N: -2.03 -0.68 0.88
H: 2.09 -1.01 0.98
H: 2.26 -1.91 -0.61
H: 1.08 -0.48 -0.34
H: 2.82 -0.26 -0.45
H: -1.56 -0.43 0.03
H: -2.20 0.18 1.40
H: -0.47 1.25 -0.25
H: -0.61 2.75 0.49
O: -0.82 1.81 0.50
H: -2.81 -1.34 0.86
H: 0.45 0.70 -2.00
O: -0.25 0.38 -1.38

- total charge = +1
- highest occupied orbital energy (eV) = -15.6
- 2S+1 = 1
- gap between HOMO and LUMO (eV) = 4.26

Here are the Mulliken charges for atoms 1 to 6, given in e: atom 1 (C): -0.725, atom 2 (N): -0.347, atom 3 (H): 0.299, atom 4 (H): 0.323, atom 5 (H): 0.089, atom 6 (H): 0.326

=====

(12)
DFT (ωB97M-V/def2-TZVPD) results for 4 unconnected molecules or ions with the total composition CH10NO4.

CARTESIAN COORDINATES (ANGSTROEM)
N: -0.02 0.16 -2.46
C: -0.41 -0.61 -1.22
O: -0.03 0.01 -0.07
H: -0.14 1.10 -2.10
H: 1.01 0.08 -2.49
H: -1.50 -0.52 -1.35
H: -0.01 -1.63 -1.35
H: -1.74 1.54 1.66
H: -0.49 1.15 0.84
O: -0.85 1.86 1.49
H: -1.32 -0.92 0.86
H: -1.20 -2.35 1.27
O: -1.76 -1.58 1.45
H: 2.28 -0.43 0.39
H: 2.62 1.02 0.23
O: 3.04 0.17 0.40

- total charge = -1
- highest occupied orbital energy (eV) = -4.5
- 2S+1 = 1
- gap between HOMO and LUMO (eV) = 8.67

Here are the Mulliken charges for atoms 1 to 6, given in e: atom 1 (N): -0.805, atom 2 (C): -0.378, atom 3 (O): -0.928, atom 4 (H): 0.322, atom 5 (H): 0.271, atom 6 (H): 0.284